ORCA calculation (ωB97M-V/def2-TZVPD) on a cluster of 8 separate species, C42H112BF4N7O14 in total in a non-equilibrium geometry.

Last column: Löwdin charge in e.
CARTESIAN COORDINATES (ANGSTROEM)
C: 2.190 1.346 -4.658  -0.072
O: 3.511 0.792 -4.580  -0.196
C: 4.093 0.761 -3.308  -0.210
C: 5.509 0.192 -3.429  -0.106
N: 6.489 1.090 -4.077  0.092
H: 6.453 2.048 -3.738  0.188
H: 7.474 0.782 -4.037  0.168
C: 6.336 1.128 -5.611  -0.075
C: 7.633 1.479 -6.277  -0.197
O: 8.709 0.903 -5.566  -0.215
C: 9.993 1.196 -6.071  -0.063
H: 1.376 0.669 -4.388  0.079
H: 2.108 1.701 -5.680  0.102
H: 2.054 2.162 -3.939  0.087
H: 3.435 0.116 -2.713  0.123
H: 4.145 1.768 -2.869  0.133
H: 5.537 -0.851 -3.738  0.145
H: 5.866 0.089 -2.397  0.135
H: 5.566 1.860 -5.841  0.134
H: 5.978 0.165 -5.972  0.142
H: 7.707 2.573 -6.236  0.140
H: 7.678 1.116 -7.305  0.150
H: 10.078 0.952 -7.133  0.107
H: 10.684 0.477 -5.624  0.102
H: 10.367 2.174 -5.766  0.105
C: -1.647 -3.633 0.088  -0.064
O: -1.740 -4.615 -0.939  -0.184
C: -1.706 -4.177 -2.265  -0.223
C: -2.793 -3.265 -2.810  -0.068
N: -4.203 -3.821 -2.562  0.086
H: -4.338 -3.714 -1.558  0.168
H: -4.898 -3.219 -3.005  0.182
C: -4.401 -5.258 -3.010  -0.084
C: -5.829 -5.715 -2.998  -0.192
O: -6.161 -5.786 -1.612  -0.225
C: -7.458 -6.311 -1.327  -0.062
H: -2.537 -2.997 0.140  0.084
H: -0.765 -3.043 -0.170  0.086
H: -1.568 -4.076 1.079  0.098
H: -1.592 -5.092 -2.846  0.138
H: -0.794 -3.592 -2.443  0.119
H: -2.676 -2.867 -3.815  0.148
H: -2.924 -2.355 -2.215  0.101
H: -3.689 -5.888 -2.487  0.136
H: -4.108 -5.312 -4.064  0.150
H: -5.944 -6.722 -3.413  0.148
H: -6.619 -5.116 -3.467  0.141
H: -7.582 -6.306 -0.249  0.097
H: -7.555 -7.351 -1.651  0.102
H: -8.184 -5.711 -1.882  0.097
C: 4.125 2.513 1.945  -0.094
O: 3.555 1.473 2.724  -0.156
C: 3.369 0.304 1.958  -0.208
C: 2.161 -0.473 2.515  -0.078
N: 2.400 -0.900 3.967  0.077
H: 3.247 -1.464 3.915  0.142
H: 2.555 -0.034 4.481  0.181
C: 1.327 -1.712 4.629  -0.066
C: 1.452 -3.229 4.310  -0.189
O: 1.991 -3.574 3.068  -0.196
C: 3.397 -3.748 2.807  -0.045
H: 4.087 3.417 2.552  0.100
H: 3.610 2.916 1.060  0.089
H: 5.126 2.284 1.575  0.097
H: 4.270 -0.302 1.825  0.136
H: 3.027 0.518 0.941  0.112
H: 1.817 -1.326 1.928  0.120
H: 1.217 0.077 2.481  0.130
H: 0.363 -1.272 4.368  0.129
H: 1.507 -1.483 5.680  0.138
H: 0.542 -3.804 4.481  0.133
H: 1.994 -3.616 5.184  0.136
H: 3.494 -3.802 1.724  0.083
H: 3.745 -4.723 3.153  0.094
H: 4.045 -2.985 3.242  0.088
C: 2.948 -2.598 -1.176  -0.070
O: 2.557 -3.904 -0.755  -0.194
C: 2.034 -4.800 -1.712  -0.178
C: 1.340 -5.949 -0.981  -0.092
N: 2.249 -6.950 -0.286  0.103
H: 2.120 -7.868 -0.718  0.197
H: 3.174 -6.732 -0.673  0.185
C: 2.094 -6.833 1.201  -0.102
C: 3.029 -7.640 2.008  -0.224
O: 4.341 -7.144 1.836  -0.197
C: 5.333 -7.915 2.515  -0.065
H: 2.916 -1.981 -0.282  0.073
H: 2.220 -2.136 -1.853  0.084
H: 3.870 -2.592 -1.759  0.092
H: 2.715 -5.243 -2.444  0.146
H: 1.193 -4.242 -2.133  0.109
H: 0.751 -6.533 -1.691  0.143
H: 0.559 -5.544 -0.340  0.116
H: 1.087 -7.201 1.405  0.152
H: 2.091 -5.772 1.445  0.116
H: 2.992 -8.701 1.733  0.147
H: 2.701 -7.593 3.052  0.145
H: 6.207 -7.284 2.689  0.096
H: 5.672 -8.675 1.810  0.102
H: 5.104 -8.281 3.516  0.104
C: -1.347 2.621 -4.422  -0.061
O: -2.250 2.248 -3.377  -0.209
C: -2.937 1.042 -3.679  -0.187
C: -3.867 0.763 -2.509  -0.089
N: -3.376 1.084 -1.132  0.075
H: -2.935 0.268 -0.714  0.134
H: -2.734 1.880 -1.289  0.147
C: -4.424 1.564 -0.145  -0.052
C: -4.684 3.094 -0.367  -0.201
O: -3.596 3.988 -0.481  -0.156
C: -3.995 4.982 -1.439  -0.073
H: -0.867 1.775 -4.923  0.083
H: -0.651 3.349 -4.021  0.092
H: -1.916 3.036 -5.259  0.102
H: -2.149 0.280 -3.700  0.123
H: -3.523 1.127 -4.593  0.147
H: -4.283 -0.243 -2.550  0.120
H: -4.722 1.408 -2.730  0.139
H: -3.972 1.367 0.827  0.113
H: -5.349 0.991 -0.172  0.140
H: -5.195 3.379 0.556  0.141
H: -5.407 3.138 -1.182  0.122
H: -3.687 4.840 -2.477  0.097
H: -3.555 5.944 -1.174  0.080
H: -5.070 5.123 -1.331  0.098
C: -0.720 6.013 -0.906  -0.105
O: 0.398 6.819 -0.581  -0.173
C: 1.110 7.280 -1.721  -0.204
C: 1.048 8.797 -1.849  -0.062
N: 1.675 9.417 -0.592  0.072
H: 1.295 9.168 0.322  0.177
H: 2.624 9.048 -0.514  0.170
C: 1.851 10.953 -0.595  -0.069
C: 2.489 11.556 -1.831  -0.194
O: 1.718 11.324 -2.974  -0.205
C: 0.629 12.200 -3.196  -0.072
H: -0.463 4.953 -0.998  0.093
H: -1.237 6.325 -1.820  0.086
H: -1.516 6.095 -0.167  0.085
H: 0.667 6.882 -2.637  0.126
H: 2.138 6.904 -1.691  0.133
H: 0.063 9.248 -1.921  0.147
H: 1.649 9.039 -2.722  0.135
H: 2.542 11.024 0.249  0.141
H: 0.873 11.311 -0.278  0.138
H: 3.445 11.045 -1.975  0.139
H: 2.700 12.606 -1.614  0.150
H: 0.873 13.265 -3.143  0.105
H: -0.158 12.042 -2.451  0.087
H: 0.236 12.054 -4.199  0.102
C: -3.909 0.073 3.542  -0.090
O: -3.800 -0.244 4.941  -0.194
C: -4.289 -1.553 5.265  -0.196
C: -5.004 -1.428 6.600  -0.087
N: -4.050 -0.917 7.677  0.069
H: -3.232 -1.518 7.759  0.184
H: -3.636 -0.104 7.208  0.161
C: -4.645 -0.442 8.981  -0.053
C: -5.524 -1.491 9.705  -0.202
O: -6.513 -2.034 8.883  -0.211
C: -7.456 -2.831 9.576  -0.067
H: -3.211 -0.453 2.886  0.080
H: -3.469 1.074 3.532  0.094
H: -4.947 0.143 3.223  0.097
H: -3.616 -2.413 5.197  0.129
H: -5.095 -1.864 4.591  0.131
H: -5.480 -2.351 6.934  0.133
H: -5.867 -0.764 6.599  0.150
H: -5.008 0.577 8.884  0.146
H: -3.741 -0.387 9.592  0.138
H: -6.018 -0.911 10.493  0.146
H: -4.926 -2.224 10.255  0.138
H: -8.280 -2.310 10.080  0.104
H: -6.987 -3.305 10.445  0.099
H: -7.951 -3.526 8.904  0.099
B: -0.336 0.243 -0.441  -1.258
F: 1.032 -0.110 -0.380  0.100
F: -0.872 0.400 0.869  0.081
F: -0.529 1.389 -1.175  0.155
F: -1.055 -0.832 -1.024  0.074

Cartesian forces, eV/Å:
0.43 0.32 0.43
-0.31 0.27 -0.56
-0.13 -0.23 -0.81
-0.25 -0.12 2.50
0.07 -0.63 -2.50
-0.10 0.00 0.29
0.17 -0.21 0.58
-0.81 -0.28 -0.19
1.11 0.89 0.23
-1.20 -0.31 0.78
1.36 -0.87 0.09
0.29 -0.58 -0.25
-0.34 0.02 0.05
0.33 0.29 -0.21
0.56 0.02 0.66
-0.14 -0.05 0.11
0.15 0.34 -1.05
-0.03 0.21 0.09
0.01 -0.06 -0.05
-0.03 -0.16 0.57
0.34 0.04 -0.42
-0.42 0.25 -0.12
-0.27 0.63 -0.13
-0.21 0.02 0.26
-0.36 0.23 -0.45
0.26 0.59 -0.68
-1.14 -0.61 0.52
1.13 0.43 -0.59
-1.70 0.77 1.56
0.61 -0.76 -0.53
-0.38 -0.57 0.09
-0.07 -0.12 -0.14
-0.03 0.27 -1.91
-1.21 -0.93 2.33
0.54 0.19 0.28
0.13 -0.18 -0.56
0.08 0.15 -0.22
-0.12 0.40 0.55
0.21 -0.51 -0.29
-0.23 0.08 -0.22
0.08 0.06 0.00
0.11 -0.85 -0.30
0.99 0.10 0.14
-0.44 -0.04 0.51
0.30 0.42 0.02
0.48 0.05 -0.36
0.61 0.50 -0.55
-0.17 0.34 -0.06
0.14 0.01 -0.13
-0.35 -0.03 0.41
0.30 1.53 0.03
-0.21 -0.37 -1.00
-1.58 -0.34 -0.34
-0.49 -0.08 0.12
-0.34 -0.13 -1.65
0.24 0.29 0.53
0.37 -0.05 0.15
-0.20 0.32 -0.25
0.98 -0.32 1.82
-0.23 0.37 -0.74
-0.39 -0.69 0.39
0.69 -0.29 0.44
-0.86 -1.15 -0.06
0.19 -0.10 0.53
0.18 -0.08 0.50
0.09 0.33 -0.07
0.93 -0.43 0.08
0.40 0.77 0.36
0.09 0.01 -0.25
-0.34 -0.59 0.17
-0.55 0.62 -0.60
0.84 -0.19 -0.45
-0.01 0.44 -0.03
-0.03 0.05 0.36
0.02 0.09 -0.08
-0.83 -0.18 -0.73
0.77 -0.41 0.37
-1.01 0.10 1.02
-0.88 -0.25 -0.78
0.28 1.32 -1.26
-0.54 -0.31 0.78
0.43 0.21 1.01
-0.98 -0.27 -0.08
1.29 -0.61 0.27
-0.72 0.42 0.51
1.34 0.20 -0.50
0.56 0.00 -0.03
-0.38 -0.27 0.08
0.40 -0.11 0.54
0.32 0.66 -0.18
0.16 -0.37 -0.97
0.25 0.09 -0.31
0.47 -0.18 0.66
-0.05 0.05 -0.10
0.32 0.02 -0.17
-0.12 -0.06 -0.08
0.02 0.09 0.07
-0.17 0.27 -0.26
-0.12 -0.48 0.47
-0.74 -0.22 -0.25
-0.86 0.05 -0.65
-0.22 -0.15 -0.29
1.63 0.16 1.41
-1.66 0.51 -0.70
-0.92 0.13 -0.77
0.86 0.25 -0.24
0.59 -0.36 0.46
1.38 1.29 0.02
-0.92 -1.24 1.42
-0.08 -1.11 -1.36
0.08 1.39 0.45
0.38 -0.27 0.71
0.08 -0.10 -0.03
-0.06 0.50 0.18
-0.23 -0.32 -0.59
0.03 -0.27 -0.12
0.25 -0.13 0.17
-0.09 0.10 0.60
0.08 0.22 0.02
0.00 0.06 -0.49
-0.51 0.01 -0.10
0.20 0.38 -0.17
-0.13 -0.83 0.05
0.10 -0.17 0.36
0.02 0.15 -0.45
-0.83 -0.30 -0.07
-0.05 0.15 -0.28
-0.90 0.01 0.03
0.51 -0.58 1.20
1.38 0.50 -1.35
-0.89 -0.29 -0.40
0.09 -0.10 -0.28
-0.04 -0.84 1.41
-0.40 -0.77 0.14
0.38 0.19 -0.47
-0.58 0.72 0.26
0.17 0.06 -0.01
0.42 0.15 -0.24
0.47 0.10 0.49
0.04 -0.04 -0.04
0.08 0.25 0.14
-0.14 -0.33 -0.19
0.02 0.60 0.23
-0.13 0.75 0.02
0.08 0.43 -0.34
0.09 0.16 -0.18
-0.10 0.09 -0.14
0.49 -0.10 0.11
-0.13 -0.13 -0.12
0.07 -0.39 0.07
1.17 1.59 0.98
0.07 -1.59 -0.68
-1.65 0.56 0.15
-0.07 -0.72 0.67
-0.51 0.76 -1.73
-0.38 -0.55 0.56
-0.10 0.26 0.18
1.15 -1.51 0.95
-0.63 1.41 0.39
0.20 0.07 -0.68
-0.70 -0.30 1.40
-0.44 -0.79 0.12
-0.41 0.21 -0.23
-0.02 -0.41 -0.14
0.77 0.49 0.27
-0.05 0.30 -0.24
0.56 -0.19 0.05
0.37 0.47 -0.29
-0.54 -0.25 -0.38
-0.21 0.40 0.32
0.14 0.10 0.17
0.15 -0.32 -0.46
0.20 0.82 -0.49
0.23 -0.60 -0.46
0.49 -0.17 -0.13
0.41 -0.33 0.75
-0.31 0.09 0.09
0.16 0.00 -0.19
-0.02 0.30 -0.22
-0.39 -0.21 -0.43

- Kohn-Sham gap: 8.282 eV
- Net charge: +6
- HOMO energy: -18.9 eV
- Relative energy (zero: lowest compared OMol25 entry of this formula, charge and spin): 4.124 eV
- E_tot: -95950.907 eV